[1]
Below is a single C2H3FS2 molecule, with properties calculated with the ωB97M-V functional and the def2-TZVPD basis.

Its energy above the lowest of the compared OMol25 structures with the same formula, charge and spin is 226.4 kJ/mol. For the LUMO energy (spin up / spin down), the calculation gives -1.4 / -1.4 eV. Its HOMO energy (spin up / spin down) is -8.0 / -8.0 eV. The calculation puts the frontier orbital gap (spin up / spin down) at 0.2451 / 0.2452 Ha.

The geometry in XYZ format:
```
8
Properties=species:S:1:pos:R:3:nbo_charge:R:1
S -1.4531 -1.1872 -0.0830 -0.317
S 0.7604 0.9939 -0.1304 0.319
F 2.7015 -0.5718 -0.0589 -0.294
C 1.3665 -0.5033 0.0162 0.179
C -1.2783 0.5054 -0.0360 -0.491
H -1.4430 1.1226 -0.8630 0.187
H -1.5349 1.0077 0.7960 0.187
H 0.8809 -1.3673 0.3592 0.229
```

***

[2]
Below is 2 unconnected molecules or ions with the total composition H4S2Si, with properties calculated with the ωB97M-V functional and the def2-TZVPD basis.

Its energy above the lowest of the compared OMol25 structures with the same formula, charge and spin is 423.7 kJ/mol. For the LUMO energy (spin up / spin down), the calculation gives -0.5 / -2.0 eV. Its HOMO energy (spin up / spin down) is -9.2 / -7.2 eV. The calculation puts the frontier orbital gap (spin up / spin down) at 0.3208 / 0.1915 Ha.

The geometry in XYZ format:
```
7
Properties=species:S:1:pos:R:3:nbo_charge:R:1
S 2.0731 0.3706 -0.0739 -0.112
S 4.0615 0.5790 0.3918 -0.027
Si -2.6830 -0.3030 0.0794 0.465
H -2.2225 -0.2259 1.5003 -0.147
H -3.6962 0.5741 -0.2534 -0.165
H -2.1818 -1.3213 -0.7655 -0.151
H 4.6488 0.3264 -0.8787 0.138
```